Density functional theory data (ωB97M-V with the def2-TZVPD basis set) for a cluster of 2 separate species, C4H15N2O2 in total at a distorted geometry.

```
23
Properties=species:S:1:pos:R:3:forces:R:3:mulliken_charge:R:1
N -0.534 0.888 0.971 2.3 0.2 0.7 -0.186
C -0.077 -0.086 -0.096 -0.6 -2.3 1.2 -0.085
C 1.042 0.379 -0.888 0.3 0.2 -3.8 -0.888
C 1.538 -0.861 -1.734 -0.2 0.3 1.4 -0.690
O 1.391 -2.084 -0.972 0.3 0.9 -0.9 -0.525
C -1.262 -0.347 -1.049 -3.1 -0.4 0.1 -0.616
N -2.353 -0.841 -0.175 -2.1 -0.6 0.3 -0.556
H -1.236 0.484 1.562 -1.2 -0.4 -0.2 0.394
H 0.270 0.983 1.652 -0.6 0.6 -0.7 0.413
H -0.818 1.816 0.628 0.1 -0.4 0.1 0.337
H 0.300 -1.045 0.539 -1.4 2.1 -1.6 0.353
H 0.685 1.153 -1.642 0.3 -0.8 0.7 0.317
H 1.856 0.872 -0.457 1.3 0.3 1.4 0.442
H 1.040 -0.951 -2.666 -1.1 0.0 -0.7 0.445
H 2.546 -0.698 -2.024 1.2 0.1 0.1 0.432
H 1.582 -2.759 -1.632 0.0 -0.4 0.4 0.313
H -1.233 -0.966 -1.992 1.3 0.3 1.3 0.286
H -1.735 0.582 -1.479 1.2 -0.2 0.6 0.379
H -2.343 -1.856 0.062 0.2 1.1 -0.6 0.210
H -3.348 -0.607 -0.483 2.1 -0.5 0.3 0.238
H 0.275 2.491 3.979 1.8 -1.2 -1.2 0.345
H 1.402 1.527 4.348 0.1 0.0 -0.6 0.340
O 1.012 1.926 3.548 -1.9 1.0 1.6 -0.695
```
Forces are in eV/Å.

Strongest force on any atom, eV Å⁻¹: 3.800
HOMO-LUMO gap, Ha: 0.37836
Highest occupied orbital energy, eV: -13.25
Total energy, hartree: -421.119387
Energy above the lowest of the compared OMol25 structures with the same formula, charge and spin, kJ/mol: 194.5
Charge: +1


Density functional theory data (ωB97M-V with the def2-TZVPD basis set) for a cluster of 2 separate species, C7H10N2O2S in total at a distorted geometry.

```
22
Properties=species:S:1:pos:R:3:forces:R:3:mulliken_charge:R:1
C -1.727 2.600 -0.328 -1.0 0.4 -0.2 0.469
C 1.351 -0.665 1.605 3.0 -0.6 -1.3 -0.722
C 1.707 0.336 0.527 -2.1 2.0 0.2 -0.763
C 0.684 -1.878 1.006 -0.5 1.3 -1.6 -0.815
C 0.626 0.423 -0.497 0.2 -1.7 -0.4 -0.031
C -0.626 -1.604 0.264 0.3 0.7 -0.2 -0.386
C -0.400 -0.430 -0.638 2.4 -0.8 0.6 -0.470
N -1.572 3.291 -1.271 0.6 0.3 -0.4 -0.299
N -1.156 -0.367 -1.828 1.9 3.7 -0.5 1.114
O -1.966 -1.172 -2.070 -2.6 -2.9 -0.6 -0.660
O -0.887 0.594 -2.546 -0.5 0.0 -0.7 -0.636
S -2.141 1.632 0.828 -0.1 -0.2 0.8 -0.353
H 2.315 -1.025 2.044 -0.8 0.4 0.1 0.269
H 0.840 -0.110 2.303 -1.7 0.6 2.0 0.394
H 1.687 1.467 0.811 0.9 -1.9 0.4 0.295
H 2.592 0.086 -0.009 1.0 0.1 -0.3 0.348
H 1.339 -2.280 0.236 0.4 -0.3 0.2 0.318
H 0.518 -2.559 1.758 -0.3 -1.9 1.6 0.417
H -1.685 4.219 -1.625 0.1 -0.1 0.1 0.270
H 0.907 1.139 -1.226 -0.6 0.6 -0.9 0.619
H -1.023 -2.504 -0.238 0.3 0.6 0.1 0.360
H -1.381 -1.195 0.895 -0.9 -0.4 1.2 0.261
```
Forces are in eV/Å.

Strongest force on any atom, eV Å⁻¹: 4.225
HOMO-LUMO gap, Ha: 0.33932
Structure (SMILES): O=[N+]([O-])C1=CCCCC1.N=C=S
Highest occupied orbital energy, eV: -9.11
Total energy, hartree: -930.756689
Energy above the lowest of the compared OMol25 structures with the same formula, charge and spin, kJ/mol: 478.5
Charge: 0